(1)
Entry from OMol25: C48H55BN7OP2Ti as an isolated structure (the ωB97M-V functional and the def2-TZVPD basis).

Output
Kohn-Sham gap (spin up / spin down) = 7.6 / 7.8 eV
⟨S²⟩ = 2.00
Multiplicity = 3
Highest occupied orbital energy (spin up / spin down) = -9.55 / -9.72 eV
Net charge = +1
LUMO energy (spin up / spin down) = -1.921 / -1.936 eV

```
115
Properties=species:S:1:pos:R:3:forces:R:3:mulliken_spin:R:1
H -6.2076 -3.5109 1.5524 0.0 0.0 0.0 0.000
H 1.5604 5.3429 -1.2237 0.0 0.0 0.0 0.001
N -0.6829 2.1369 -2.9018 0.1 0.1 -0.1 -0.021
H 4.6098 4.4253 2.1381 0.0 0.0 0.0 0.000
H 2.0638 -3.0571 -2.7499 0.0 0.0 0.0 -0.004
H 0.4827 3.3737 2.3902 0.0 0.0 0.0 0.000
H 2.7495 -0.1546 4.9748 0.0 0.0 0.0 -0.001
C -3.0531 -1.8813 -3.3555 0.0 0.0 -0.1 0.009
H 1.0663 0.3847 8.8591 0.0 0.0 0.0 0.000
C 1.4359 -3.3160 2.0924 0.0 0.0 0.0 0.001
C -1.4704 3.2369 -2.8430 -0.1 0.0 0.0 0.013
H -0.5753 0.4371 -7.1101 0.0 0.0 0.0 0.000
H -3.3407 4.1929 -3.1446 0.0 0.0 0.0 0.000
N 1.4532 0.0189 -3.6073 -0.1 0.1 0.0 0.051
H -1.6825 4.5226 2.3515 0.0 0.0 0.0 0.000
N 0.4475 -0.2126 3.6213 -0.1 0.1 0.0 0.003
C 3.6516 1.5464 -0.2267 0.1 0.1 0.0 -0.016
H 0.4104 -2.2182 -1.2591 0.1 -0.2 0.3 -0.018
Ti 0.5475 0.2023 -1.6502 0.6 -0.2 0.2 1.655
C 1.5367 4.2740 -1.0156 0.0 0.0 0.0 0.012
C -0.1218 1.8201 1.0279 0.0 0.0 0.1 -0.017
C 1.8116 -4.8406 3.9082 0.0 0.0 0.0 0.000
H 3.2614 -4.4080 2.3874 0.0 0.0 0.0 0.000
C 0.5912 -0.0386 5.0131 0.0 0.0 0.0 -0.002
H 0.0122 2.0724 -6.8025 0.0 0.0 0.0 0.001
H -1.4440 0.3707 2.7939 0.0 0.0 0.0 0.001
H -0.9628 -3.8413 -1.9959 0.0 0.0 0.0 -0.001
H 5.4021 2.0702 -1.3495 0.0 0.0 0.0 0.001
C 0.5337 -4.5806 4.3892 0.0 0.0 0.0 0.000
H 2.4529 -5.5361 4.4339 0.0 0.0 0.0 0.000
C 2.8425 1.8197 0.8745 0.0 0.0 0.0 -0.040
H -3.2239 1.5760 -0.3533 0.0 0.0 0.0 -0.001
C -1.1866 1.3350 0.2709 -0.2 0.0 -0.1 -0.074
H -1.5120 0.1926 5.4686 0.0 0.0 0.0 0.000
H 0.9584 0.9652 -7.8020 0.0 0.0 0.0 0.000
C 1.0586 0.5393 -5.7285 0.0 0.0 0.0 0.020
C 4.7892 2.3005 -0.4876 -0.1 -0.1 0.0 0.028
C 1.8682 -0.0224 5.5872 0.0 0.0 0.0 0.001
H -3.8672 -2.5642 -3.5315 0.0 0.0 0.0 0.000
H -1.2032 0.4116 7.8579 0.0 0.0 0.0 0.000
B -0.8400 1.0320 -4.0221 -0.1 0.1 0.0 -0.112
C -0.8651 -0.5117 3.0944 0.1 0.0 0.1 0.005
C -3.5627 -1.4026 1.7385 0.0 0.0 0.0 0.001
H -3.5457 3.6432 0.9907 0.0 0.0 0.0 0.000
H -1.1351 5.2105 -1.9336 0.0 0.0 0.0 0.000
H -4.1610 0.8024 -4.7614 0.0 0.0 0.0 0.001
C -5.1786 -3.1802 1.6045 0.0 0.0 0.0 0.000
C 4.3409 3.6175 1.4702 0.0 0.0 0.0 0.001
C -0.3311 0.2784 7.2304 0.0 0.0 0.0 0.000
C 3.2121 2.8599 1.7305 0.0 0.0 0.0 -0.006
H 2.4307 -0.2001 2.9095 0.0 0.0 0.0 -0.001
C 2.1341 -3.0132 -1.6623 0.1 0.1 -0.1 0.006
C 2.0310 0.1278 6.9546 0.0 0.0 0.0 0.000
H 4.6179 -0.1891 -3.8436 0.0 0.0 0.0 0.004
H 3.0319 0.1224 7.3668 0.0 0.0 0.0 0.000
C -2.8099 -0.6910 -4.0166 0.0 -0.1 0.0 0.009
C 5.1298 3.3419 0.3581 0.0 0.0 0.0 0.001
N -1.1869 -0.9803 -2.5246 0.1 0.4 0.1 0.053
H 3.1636 -2.8216 -1.3721 0.0 0.0 0.0 0.005
C 3.7616 -0.8347 -3.6461 0.0 0.0 0.0 0.004
C 0.3191 1.0337 -6.9249 0.0 0.0 0.0 -0.001
H 3.3947 0.7306 -0.8930 0.0 0.0 0.0 0.000
C -0.2906 -3.6867 3.7262 0.0 0.0 0.0 0.001
N 0.4946 2.3846 -2.2206 -0.1 -0.4 -0.2 0.139
H 6.0119 3.9371 0.1609 0.0 0.0 0.0 0.000
C -1.7251 -3.1914 -1.5545 0.0 0.0 0.0 -0.015
H 4.0127 -1.8307 -4.0130 0.0 0.0 0.0 0.002
H -4.3239 -0.7906 -5.4938 0.0 0.0 0.0 0.000
N -1.6871 -0.1574 -3.4982 0.0 -0.1 -0.1 0.006
C 2.3278 0.0023 -5.6567 0.0 0.0 0.0 0.005
H -1.4157 1.5131 -4.9455 0.0 0.0 0.0 0.000
H -1.1357 0.3697 -0.2464 0.0 0.0 0.1 0.029
H 0.1839 -5.0733 5.2873 0.0 0.0 0.0 0.000
C -3.6055 -0.0676 -5.1140 0.0 0.0 0.0 -0.001
C 0.4265 3.6337 -1.7754 0.0 0.0 0.1 0.008
C -0.7959 4.2092 -2.1421 0.0 0.0 0.0 0.000
C -2.8152 3.3016 -3.4808 0.0 0.0 0.0 0.000
H -5.6802 -1.0944 1.6629 0.0 0.0 0.0 0.000
H -1.2849 -3.4849 4.1099 0.0 0.0 0.0 0.000
C 2.5362 -0.2986 -4.3061 0.0 0.0 0.0 0.031
P 1.3692 0.7550 1.0259 -0.5 0.2 -0.1 0.021
C -2.8272 -3.6855 1.6861 0.0 0.0 0.0 0.000
C -2.5914 3.1323 0.9948 0.0 0.0 0.0 0.002
C -2.4149 1.9807 0.2424 0.1 0.1 0.0 0.003
H 3.6153 -0.8927 -2.5689 0.0 0.0 0.0 0.015
H -3.4148 2.4288 -3.2176 0.0 0.0 0.0 0.000
C -1.5424 3.6268 1.7600 0.0 0.0 0.0 0.001
P -0.7816 -1.7509 1.7044 -0.1 0.1 0.0 0.062
H -3.3547 -0.3396 1.7787 0.0 0.0 0.0 0.001
C 1.5062 0.3873 2.8393 0.4 -0.1 0.0 0.034
H -2.6194 -3.7945 -1.4134 0.0 0.0 0.0 0.000
C -0.3178 2.9762 1.7788 0.0 0.0 0.0 0.012
H 1.8141 -3.9595 -1.2263 0.0 0.0 0.0 -0.001
C -2.5166 -2.3271 1.7567 0.0 -0.1 0.0 0.000
C -4.1463 -4.1080 1.6149 0.0 0.0 0.0 0.000
C 0.9347 0.2718 7.7917 0.0 0.0 0.0 0.000
H 1.7815 -2.8103 1.1966 0.0 0.0 0.0 0.011
H -1.3896 -2.8677 -0.5673 0.0 0.0 -0.1 0.004
H 2.6227 3.0969 2.6069 0.0 0.0 0.0 0.000
C -4.8824 -1.8266 1.6667 0.0 0.0 0.0 0.000
N 0.5468 0.5489 -4.4798 0.0 0.0 -0.1 -0.002
C 0.1531 -3.0493 2.5693 0.1 0.0 0.0 -0.009
O 1.3322 -1.9448 -1.1353 -0.4 0.0 -0.2 0.022
H 1.7470 1.3636 3.2735 0.0 0.0 0.0 -0.002
C -0.5078 0.1359 5.8613 0.0 0.0 0.0 0.000
C -2.0065 -2.0280 -2.4444 0.0 0.0 0.0 0.045
H 2.4983 3.8431 -1.2882 0.0 0.0 0.0 -0.001
C 2.2649 -4.2084 2.7609 0.0 0.0 0.0 0.000
H -2.7384 3.3383 -4.5688 0.0 0.0 0.0 0.000
H -2.9723 0.2556 -5.9384 0.0 0.0 0.0 0.000
H -1.4225 -1.0099 3.8821 0.0 0.0 0.1 0.001
H 3.0147 -0.1347 -6.4752 0.0 0.0 0.0 0.001
H -2.0331 -4.4236 1.6988 0.0 0.0 0.0 0.000
H -4.3690 -5.1668 1.5734 0.0 0.0 0.0 0.000
H 1.3996 4.1495 0.0580 0.0 0.0 0.0 0.000
```
Forces are in eV/Å.

---

(2)
Entry from OMol25: a 2-piece molecular cluster, C3H12N4O overall in a non-equilibrium geometry (the ωB97M-V functional and the def2-TZVPD basis).

Output
Kohn-Sham gap (spin up / spin down) = 8.1 / 8.1 eV
Highest occupied orbital energy (spin up / spin down) = -7.36 / -7.30 eV
LUMO energy (spin up / spin down) = 0.757 / 0.756 eV
ΔE to the lowest compared entry with this formula, charge and spin = 5.058 eV

```
20
Properties=species:S:1:pos:R:3:forces:R:3:lowdin_charge:R:1
C 2.1455 0.4706 0.3209 -0.2 -0.7 -0.3 -0.173
H 1.2448 2.4988 -1.1962 -0.1 -0.2 0.2 0.081
N -0.2667 -0.9967 -0.0317 1.6 0.5 -1.7 0.010
N -1.4167 -0.9164 2.0765 -0.3 -0.2 -0.1 0.078
H 2.6201 1.4239 0.5978 -0.2 -0.1 -0.1 0.077
H -0.1631 1.5825 -1.8005 0.0 0.1 -0.1 0.067
O -2.4587 -0.1327 0.1166 0.2 -0.3 -0.1 -0.034
H 2.0792 -0.1370 1.2264 0.0 0.0 0.0 0.062
H -1.5452 -1.9203 2.0070 0.0 0.0 0.0 0.076
C 0.8515 1.4925 -1.4065 -0.1 -1.2 -0.4 -0.159
C -1.2199 -0.3150 0.7859 0.2 2.4 1.0 -0.544
H -0.6523 0.6750 0.8854 -1.3 -1.1 0.5 0.139
N 0.8258 0.6762 -0.2183 -0.3 0.3 0.9 -0.233
H -3.0592 0.2692 0.7527 0.1 -0.1 0.0 0.095
H 2.8082 -0.0460 -0.3928 0.2 0.0 0.1 0.068
H -1.6009 -1.1023 -1.5504 0.3 -0.4 0.0 0.100
H -0.3224 -2.3567 -1.4853 -0.2 0.4 -0.1 0.103
N -0.7359 -1.4881 -1.1795 0.1 0.4 0.6 0.048
H 1.4941 1.0569 -2.1912 0.0 0.1 -0.2 0.067
H -0.6283 -0.7346 2.6833 0.0 0.0 -0.1 0.073
```
Forces are in eV/Å.

---

(3)
Entry from OMol25: a 7-piece molecular cluster, C28H56O7 overall in a non-equilibrium geometry (the ωB97M-V functional and the def2-TZVPD basis).

Output
Kohn-Sham gap = 9.9 eV
Highest occupied orbital energy = -9.32 eV
SMILES = C1CCOC1.C1CCOC1.C1CCOC1.C1CCOC1.C1CCOC1.C1CCOC1.C1CCOC1
LUMO energy = 0.605 eV
ΔE to the lowest compared entry with this formula, charge and spin = 1.297 eV

```
91
Properties=species:S:1:pos:R:3:forces:R:3:lowdin_charge:R:1
C -0.7585 1.5577 1.6501 -1.0 0.3 -1.3 -0.137
H -0.1557 -3.2647 -1.6908 0.0 0.0 0.1 0.123
H -1.1396 2.3722 -1.3968 -0.2 0.6 0.2 0.090
H 1.5590 -0.3488 0.2852 0.3 0.1 0.2 0.080
C -1.4869 -4.9518 1.4832 0.5 0.4 0.7 -0.200
H -4.1747 3.2914 1.8726 -0.2 0.3 0.0 0.120
H -6.0113 0.9140 2.6194 0.1 -0.4 -0.1 0.114
H -1.6700 4.5351 -3.6640 0.0 -0.6 -0.4 0.123
H 4.8525 -2.3848 3.4391 -1.1 -0.3 0.0 0.110
H -6.2415 0.3120 0.8904 -0.2 -0.3 0.5 0.117
H 3.0087 -4.5145 0.5871 -0.1 -0.2 0.4 0.119
H -2.3968 -4.3675 1.6159 -0.3 -0.4 -0.1 0.118
O 2.7254 4.3993 -1.6461 -0.5 0.9 0.4 -0.143
C 2.0338 -0.9960 -2.2659 -1.3 -0.3 0.5 -0.169
H -1.2375 -4.9961 0.4201 0.0 0.0 -0.1 0.113
H -0.9878 1.7650 2.6927 0.5 -0.4 0.2 0.115
H 5.3722 3.4637 -0.4242 0.0 -0.2 0.1 0.103
C -1.3457 0.2590 1.0760 0.4 0.5 0.6 -0.179
H -3.6362 3.1056 0.2659 -0.3 -0.5 -0.6 0.103
C 0.3159 -2.3068 -1.4430 -0.4 -1.4 -1.1 -0.200
H -4.6279 2.7119 -2.1827 0.1 -0.2 0.1 0.097
C -2.6541 1.9070 -2.8903 0.3 -0.5 -0.3 -0.146
C -0.3615 -4.3372 2.2923 1.0 0.9 -0.2 -0.177
H 2.7025 -0.6935 -1.4586 0.5 0.0 -0.3 0.078
H -7.6986 2.2073 0.6693 0.2 -0.3 -0.2 0.107
H -1.3229 -0.8852 -1.7343 0.5 0.4 0.5 0.098
O -3.1633 4.1537 -2.2283 0.3 -0.2 -0.1 -0.166
C 4.6241 3.0668 -1.1087 -0.3 0.4 0.3 -0.140
H 6.0165 -3.4660 2.8857 0.0 -0.3 -0.4 0.112
C 4.2977 -2.8171 0.2655 0.4 -0.3 0.7 -0.146
O 1.5972 -2.3510 -2.0500 0.7 0.4 0.2 -0.143
O 4.1832 -4.0789 2.2394 -0.4 -0.2 0.5 -0.120
H 0.8148 1.9409 0.2143 -0.4 -0.7 0.1 0.047
C 5.0597 -3.0310 2.5770 1.8 0.3 -0.5 -0.212
H 1.2895 -5.3626 3.2744 -0.1 -0.2 0.1 0.114
C -5.9530 1.1293 1.5519 -0.1 1.0 -0.9 -0.178
C -0.3895 -6.6976 2.6423 0.4 0.6 -1.0 -0.184
H 3.7471 -2.1076 -0.3478 0.1 -0.2 -0.1 0.078
H -7.1981 2.8019 2.1749 0.4 0.2 0.0 0.105
H -2.1788 -0.1686 1.6271 -0.1 0.1 0.1 0.120
H 5.0858 2.2910 -1.7142 0.0 0.0 0.0 0.103
H 2.4726 -0.9766 -3.2581 0.4 0.2 0.1 0.121
H 1.8441 2.6067 -1.9712 -0.1 -0.4 0.3 0.111
C 1.0100 -0.0351 1.1736 -0.9 0.4 -0.1 -0.169
O -0.2740 -0.6806 1.1217 0.1 -0.3 0.0 -0.164
H 4.5933 5.1649 -1.8528 0.1 0.0 -0.1 0.118
C 0.7445 -0.1249 -2.2019 0.5 0.6 -0.5 -0.163
C 2.1856 3.2065 -1.1169 1.1 0.3 -0.2 -0.215
H 0.1773 -3.4795 1.8727 -0.2 -0.2 -0.7 0.085
H 1.1756 -5.6938 1.5604 -0.1 0.2 -0.1 0.098
H -2.8549 0.9970 -2.3255 -0.1 0.2 0.3 0.095
C -1.7888 4.1222 -2.6611 -0.8 0.1 2.3 -0.179
C -5.8576 3.3507 0.5311 0.0 0.3 -0.5 -0.166
H 0.7620 0.5624 -3.0509 -0.4 -0.3 -0.2 0.099
H -2.4455 1.5414 -3.8984 -0.5 0.3 -0.2 0.112
H -0.7226 -1.3862 -3.1882 0.7 -0.7 -0.1 0.119
C 0.6927 1.4588 1.1861 0.4 0.7 0.7 -0.168
H -1.6869 0.4938 0.0622 0.1 -0.4 -0.2 0.094
H -0.6722 -3.8598 3.2261 -0.4 -0.8 0.3 0.117
H 6.1978 -1.9102 0.9898 0.0 0.0 0.0 0.104
C -1.4209 2.6583 -2.4101 1.2 0.6 -1.2 -0.177
C -6.7891 2.3954 1.2458 -1.0 -0.4 0.4 -0.167
H -4.1292 3.3232 -3.7592 -0.1 -0.7 -0.2 0.118
H -0.0902 -7.5486 2.0286 0.3 -0.3 0.6 0.115
H 1.3511 3.4376 -0.4553 0.1 0.4 -0.3 0.104
H -1.2139 2.3871 1.0983 -0.1 0.1 0.2 0.096
H -6.0724 4.3712 0.8461 0.3 0.1 -0.1 0.116
C 3.3765 -3.6663 1.1579 0.2 0.9 -0.8 -0.212
C 0.5830 -5.5227 2.4599 0.0 -0.1 0.3 -0.169
H 0.7092 0.5598 -1.3508 0.1 -0.4 0.1 0.068
O -1.6095 -6.2646 2.0267 -0.8 0.1 0.3 -0.145
C 4.0850 4.2160 -1.9876 -0.3 -1.0 -0.3 -0.196
H 2.5465 -3.0377 1.5019 -0.2 -0.2 0.1 0.110
H 4.9007 -3.4971 -0.3367 -0.1 0.1 -0.3 0.117
C 5.1846 -2.1280 1.3119 -1.0 0.1 0.7 -0.149
C 3.3693 2.5683 -0.3549 -0.4 -0.2 -0.6 -0.144
H -0.4959 -6.9373 3.7005 -0.4 -0.2 -0.1 0.115
H -1.2321 4.7855 -1.9969 0.0 0.1 0.0 0.120
C -3.7643 2.9655 -2.7913 0.1 1.2 -0.4 -0.174
C -0.3606 -1.1699 -2.1795 -1.2 0.7 0.4 -0.149
H 4.1248 3.8652 -3.0254 0.2 0.4 -0.2 0.115
H 0.3560 -2.2704 -0.3491 0.0 0.6 -0.2 0.098
H -0.5124 2.5500 -3.0136 -0.1 -0.8 0.0 0.099
H 4.6734 -1.2138 1.6260 0.4 0.4 -0.4 0.096
H 1.3197 2.0727 1.8397 0.2 -0.4 0.1 0.119
C -4.4787 2.8520 0.9085 0.1 0.3 1.9 -0.200
H 3.3888 2.9139 0.6758 -0.1 -0.1 0.1 0.109
O -4.6181 1.4526 1.1756 0.7 -0.1 -0.7 -0.161
H -5.9885 3.3220 -0.5523 -0.1 -0.1 0.0 0.097
H 3.2278 1.4859 -0.3857 0.4 0.0 0.3 0.092
H 1.5307 -0.3407 2.0804 0.0 -0.2 0.0 0.122
```
Forces are in eV/Å.

---

(4)
Entry from OMol25: C31H44N4P2W as an isolated structure in a non-equilibrium geometry (the ωB97M-V functional and the def2-TZVPD basis).

Output
Kohn-Sham gap (spin up / spin down) = 5.5 / 3.1 eV
⟨S²⟩ = 2.13
Multiplicity = 3
Highest occupied orbital energy (spin up / spin down) = -12.12 / -12.12 eV
Net charge = +2
LUMO energy (spin up / spin down) = -6.635 / -9.070 eV
ΔE to the lowest compared entry with this formula, charge and spin = 1.330 eV

```
82
Properties=species:S:1:pos:R:3:forces:R:3:mulliken_spin:R:1
C 1.4543 -6.0317 3.8025 0.1 0.2 0.0 -0.027
N 1.6844 2.1512 -2.2735 -0.8 -0.4 0.0 0.000
H 1.6798 -0.8091 0.1965 -0.2 -0.4 0.0 0.010
C 1.6872 -4.5529 3.3848 0.3 -0.9 0.8 0.270
H 0.4215 5.3440 -1.0486 0.0 -0.2 -0.2 -0.001
C -0.8340 -3.9140 -0.5262 -0.5 -0.4 -1.1 0.025
H 2.1718 1.4016 -5.4604 -0.1 0.0 0.1 0.000
C 1.9755 1.4090 -4.3977 -0.3 0.6 0.9 0.000
H 0.9945 -7.9786 2.9824 0.1 0.3 -0.1 0.001
H 0.9126 -1.9198 -0.9242 0.0 -0.1 0.5 0.007
H -0.9982 -5.4491 3.6865 -0.2 0.2 -0.1 -0.002
H 1.9794 3.5814 -3.8711 0.0 -0.2 0.0 0.000
H -1.5351 -4.6897 -0.8865 0.2 0.5 0.1 0.002
C 1.5700 0.7563 -2.2667 0.1 0.3 -0.9 -0.007
H 0.4467 -5.6510 -0.5962 0.2 0.5 0.2 -0.001
C -4.7737 1.1495 -2.6256 0.8 0.6 0.6 0.000
H -2.1733 -4.1010 1.1597 0.2 0.2 0.0 0.000
C -1.0565 4.1126 -2.1107 0.4 0.1 0.1 0.002
H -3.9018 4.3499 -2.9285 -0.1 -0.2 -0.1 -0.007
H 2.8480 -5.9977 5.4756 0.1 -0.1 -0.1 -0.002
C 0.9880 -1.6675 0.1506 0.8 0.8 -0.9 0.006
C -3.6891 6.2769 1.3228 -0.9 1.8 -1.9 0.171
P 1.3011 3.1264 -0.8506 2.6 0.6 -1.8 0.001
C 1.7394 0.2761 -3.5577 0.0 0.6 0.9 0.000
C -4.9982 2.4260 -3.2406 1.0 0.3 0.8 0.012
H 1.9683 -6.9648 1.9037 -0.2 0.0 0.2 0.000
H 2.8725 4.2008 1.3821 0.1 0.0 0.0 0.000
H 2.5677 -7.6107 4.8018 0.0 0.2 0.0 0.003
H 0.9372 4.7913 -2.6463 -0.2 -0.1 0.4 0.000
N -3.3306 2.6506 -1.7141 0.5 -0.4 0.1 -0.005
C -3.7487 1.3086 -1.7017 -0.6 0.5 -0.6 0.013
H -2.7713 4.3158 1.9580 0.0 0.1 0.0 0.007
C 2.6919 -6.5533 4.5470 0.0 0.1 0.0 0.014
C 3.3786 4.4503 0.4622 0.6 0.2 -0.7 0.000
C 0.3944 4.4841 -1.7397 -0.1 0.1 0.3 -0.001
C -4.0782 3.3131 -2.6931 -0.6 -0.8 -0.1 0.007
H -0.8947 -0.6520 -0.1480 0.0 -0.3 0.2 0.059
C -1.2145 -2.1772 1.3620 -2.2 0.4 -1.6 0.385
C 1.9032 2.5403 -3.5964 -0.1 -0.9 -0.3 0.000
C 1.1379 -6.9473 2.6256 -0.1 -0.4 -0.2 0.011
C 4.7285 5.2047 -1.2073 -1.3 -0.8 0.2 0.000
C 1.6354 -2.7669 0.9415 0.5 -0.8 -1.1 0.164
H 0.6180 -6.0500 4.5173 0.2 0.0 -0.2 0.001
C -3.8977 6.7701 -0.0055 -0.1 -0.1 2.7 0.094
H -1.5763 5.0342 -2.4047 0.1 -0.4 -0.1 0.002
H 0.2184 -6.6834 2.0879 0.2 0.1 0.1 0.000
C 4.5090 5.2159 0.2131 -0.9 -0.5 -0.3 0.000
H -0.1746 -0.3253 1.4022 -0.1 -0.2 -0.1 0.006
H 3.5855 -6.4477 3.9214 -0.1 -0.1 0.1 0.001
C -1.2354 -4.4132 3.4257 -1.3 -1.0 0.4 0.082
H -4.3703 7.7005 -0.2938 0.1 -0.1 0.1 0.000
C 1.3422 -4.1765 0.6950 1.0 0.6 -0.8 0.010
N 2.8993 3.9261 -0.7526 -0.5 0.4 0.7 0.000
H 5.1112 5.7314 0.9482 -0.1 -0.1 0.0 0.000
H 1.3788 0.2568 -1.3329 0.0 0.0 -0.2 0.007
H -1.0666 3.4379 -2.9814 -0.1 0.0 0.3 0.000
H 2.7052 -4.4351 3.0005 -0.1 0.0 -0.2 0.000
H -3.2737 0.6095 -1.0278 -0.1 0.0 -0.1 -0.001
H 1.6854 -0.7601 -3.8647 0.1 0.2 0.1 0.000
C 3.7207 4.4269 -1.7706 0.6 0.5 0.7 0.000
C -3.0858 5.0260 1.2081 0.6 -0.9 -2.2 0.353
H 2.1570 -4.8645 0.9037 -0.2 0.1 0.3 -0.003
P -1.9858 3.2620 -0.7377 -1.9 0.3 -1.7 -0.003
C 0.5621 -4.5518 -0.5259 -0.3 -0.5 -0.5 0.006
H 3.5503 4.1661 -2.7998 0.1 0.0 0.1 0.000
C -1.3078 -3.5252 0.8462 -0.7 1.1 -0.4 -0.101
H -2.0037 -1.8329 2.0372 0.3 0.1 0.0 -0.003
H -5.7517 2.6640 -3.9782 0.2 0.0 0.0 0.000
H 1.1287 -4.2499 -1.4260 -0.1 -0.1 0.3 0.002
H -1.2001 -3.7992 4.3462 0.2 0.0 0.2 -0.001
H -0.9267 -3.0777 -1.2415 0.1 -0.3 0.4 -0.003
H 1.6699 -3.9410 4.2986 -0.2 0.5 0.4 0.027
H 2.6104 -2.5481 1.3898 -0.3 0.0 0.1 -0.003
H -3.2777 5.8772 -1.9509 -0.1 0.1 0.2 0.058
W 0.2069 -3.4021 2.3623 2.2 -1.4 2.7 0.070
C -3.3678 5.8244 -0.8771 0.6 -1.4 0.6 0.342
H -2.2536 -4.3533 3.0344 0.1 -0.1 0.5 -0.004
N -2.8892 4.7322 -0.1490 0.3 0.7 0.9 -0.044
H -5.3109 0.2356 -2.8380 0.1 0.1 0.1 0.000
H 5.5187 5.7079 -1.7456 -0.1 -0.1 0.0 0.000
H -3.9314 6.7921 2.2423 0.0 -0.1 -0.1 0.000
C -0.3630 -1.1458 0.6897 -0.1 0.9 0.2 -0.016
```
Forces are in eV/Å.